No. 1
Computed, not measured: an isolated molecule of C4H7NO2S in a non-equilibrium geometry, with ωB97M-V with the def2-TZVPD basis set.

The geometry in XYZ format:
```
15
Properties=species:S:1:pos:R:3:mulliken_charge:R:1
C 3.310 -0.216 -0.209 -0.4811
O 1.963 -0.402 0.189 -0.1268
N 1.229 0.684 -0.142 -0.4678
C -0.007 0.586 0.187 0.6207
C -0.821 1.763 -0.182 -0.0997
O -2.022 1.819 0.002 -0.4965
C -0.677 -0.584 0.855 -0.6611
S -1.615 -1.591 -0.329 -0.1965
H 3.387 -0.016 -1.335 0.2296
H 3.856 -1.111 0.084 0.2482
H 3.727 0.655 0.332 0.2496
H -0.255 2.626 -0.645 0.3610
H -1.369 -0.211 1.634 0.3164
H 0.080 -1.228 1.318 0.3671
H -2.558 -0.678 -0.567 0.1367
```

Kohn-Sham gap   9.20 eV
HOMO level   -9.23 eV
LUMO energy   -0.0010 Ha
Net charge   0

No. 2
Computed, not measured: a cluster of 2 separate species, C4H7NO2S in total in a non-equilibrium geometry, with ωB97M-V with the def2-TZVPD basis set.

The geometry in XYZ format:
```
15
Properties=species:S:1:pos:R:3:mulliken_charge:R:1
C -0.122 0.082 1.596 -0.0823
C 0.073 -0.666 0.334 -0.5943
C 0.388 1.330 1.759 -0.7888
C 0.948 -0.388 -0.657 0.1526
N 0.978 -1.214 -1.765 -0.4317
O -2.601 -0.410 -1.123 -0.4452
O -1.517 1.864 -1.116 -0.4367
S -2.110 0.721 -0.356 0.8153
H -0.665 -0.474 2.347 0.3403
H -0.434 -1.694 0.297 0.1737
H 0.371 1.871 2.694 0.2879
H 1.217 1.709 1.228 0.2352
H 1.655 0.393 -0.684 0.3537
H 0.231 -1.920 -1.922 0.2054
H 1.588 -1.203 -2.630 0.2148
```

Kohn-Sham gap   7.33 eV
HOMO level   -7.98 eV
LUMO energy   -0.0239 Ha
Net charge   0

No. 3
Computed, not measured: a structure of composition C4H7NO2S in a non-equilibrium geometry, with ωB97M-V with the def2-TZVPD basis set.

The geometry in XYZ format:
```
15
Properties=species:S:1:pos:R:3:mulliken_charge:R:1
C 1.297 -1.688 0.273 -1.0382
C 0.021 -1.585 -0.090 0.1524
C -0.272 0.943 -0.451 -0.6655
C -1.552 1.492 0.184 -0.5175
N -0.671 -0.399 -0.392 0.1257
O -3.141 -0.437 -1.099 -0.6171
O -2.463 -0.910 1.268 -0.5888
S -2.237 -0.224 0.031 0.8959
H 1.529 -2.730 0.273 0.3074
H 2.174 -1.183 -0.009 0.3514
H -0.570 -2.468 0.174 0.2701
H -0.263 1.210 -1.466 0.2970
H 0.639 1.168 0.100 0.3445
H -1.430 1.588 1.270 0.3178
H -2.084 2.229 -0.360 0.3647
```

Kohn-Sham gap   9.80 eV
HOMO level   -9.07 eV
LUMO energy   0.0268 Ha
Net charge   0

No. 4
Computed, not measured: an isolated molecule of C4H7NO2Se in a non-equilibrium geometry, with ωB97M-V with the def2-TZVPD basis set.

The geometry in XYZ format:
```
15
Properties=species:S:1:pos:R:3:mulliken_charge:R:1
C -0.908 -2.257 -0.321 0.7559
C 0.189 1.298 0.109 -0.5032
C 1.419 1.664 1.005 -0.8771
C -0.823 -0.843 -0.623 -0.5152
N 0.109 -0.197 0.089 -0.2028
O -1.850 -2.838 -1.218 -0.4486
O -0.369 -2.899 0.554 -0.5646
Se 2.480 3.093 0.211 -0.0529
H -0.746 1.757 0.282 0.4020
H 0.348 1.675 -0.857 0.4050
H 1.064 1.801 2.034 0.4054
H 2.015 0.763 1.019 0.3768
H -1.259 -0.291 -1.419 0.2481
H 0.274 -0.542 0.977 0.2701
H -1.942 -2.182 -1.841 0.3011
```

Kohn-Sham gap (spin up / spin down)   9.09 / 5.31 eV
HOMO level (spin up / spin down)   -9.48 / -7.69 eV
LUMO energy (spin up / spin down)   -0.0142 / -0.0874 Ha
Net charge   0

No. 5
Computed, not measured: the ion C4H7NO3 with charge -2 in a non-equilibrium geometry, with ωB97M-V with the def2-TZVPD basis set.

The geometry in XYZ format:
```
15
Properties=species:S:1:pos:R:3:mulliken_charge:R:1
O 2.542 0.175 2.883 -0.7946
C 2.259 -0.048 1.677 0.5038
O 2.928 -0.649 0.819 -0.7275
N 0.961 0.511 1.216 -0.2865
C 0.211 -0.329 0.296 -0.3866
C -0.924 0.413 -0.420 -0.5586
C -1.499 -0.130 -1.858 -0.3116
O -2.785 0.209 -2.038 -0.9262
H 0.335 0.756 1.978 0.2081
H 0.861 -0.671 -0.517 0.3355
H -0.153 -1.299 0.689 0.1473
H -0.609 1.471 -0.517 0.2776
H -1.884 0.621 0.066 0.2627
H -0.828 0.213 -2.665 0.1386
H -1.416 -1.243 -1.611 0.1180
```

Kohn-Sham gap   6.29 eV
HOMO level   0.51 eV
LUMO energy   0.2500 Ha
Net charge   -2

No. 6
Computed, not measured: a structure of composition C4H7NO3 in a non-equilibrium geometry, with ωB97M-V with the def2-TZVPD basis set.

The geometry in XYZ format:
```
15
Properties=species:S:1:pos:R:3:mulliken_charge:R:1
C -0.727 0.736 -0.032 0.2170
C 0.466 -0.032 0.644 0.3964
C 1.826 0.605 0.423 -0.6569
C 2.016 -0.468 -0.588 -0.4089
H -1.204 -1.866 -0.252 0.3807
H -2.833 0.327 -0.139 0.3284
H 0.217 -0.233 1.667 0.4346
H 2.498 0.651 1.270 0.2815
H 1.699 1.649 0.055 0.2324
H 2.001 -0.079 -1.648 0.2351
H 2.930 -1.130 -0.457 0.2832
N -1.808 -0.074 -0.416 -0.1998
O -1.828 -1.295 0.310 -0.4448
O -0.766 1.973 -0.188 -0.5980
O 0.827 -1.159 -0.156 -0.4809
```

Kohn-Sham gap   10.34 eV
HOMO level   -9.57 eV
LUMO energy   0.0284 Ha
Net charge   0

No. 7
Computed, not measured: an isolated molecule of C4H7NO3 in a non-equilibrium geometry, with ωB97M-V with the def2-TZVPD basis set.

The geometry in XYZ format:
```
15
Properties=species:S:1:pos:R:3:mulliken_charge:R:1
N -2.704 -0.252 -1.174 -0.4381
C -1.482 0.394 -1.077 0.5439
O -1.562 1.571 -1.401 -0.6162
C -0.324 -0.404 -0.616 -0.4813
C 0.602 0.469 0.219 -0.4970
C 1.531 -0.336 1.133 0.3818
O 1.285 -0.536 2.298 -0.5456
O 2.676 -0.666 0.550 -0.4263
H -3.499 0.346 -1.509 0.2558
H -2.965 -1.103 -0.633 0.2222
H -0.697 -1.129 0.114 0.2710
H 0.210 -0.978 -1.373 0.3000
H 1.069 1.273 -0.357 0.3792
H 0.081 1.063 1.032 0.3062
H 3.327 -0.969 1.192 0.3444
```

Kohn-Sham gap   10.55 eV
HOMO level   -9.94 eV
LUMO energy   0.0223 Ha
Net charge   0

No. 8
Computed, not measured: a structure of composition C4H7NO3 in a non-equilibrium geometry, with ωB97M-V with the def2-TZVPD basis set.

The geometry in XYZ format:
```
15
Properties=species:S:1:pos:R:3:mulliken_charge:R:1
C -0.789 0.097 1.265 0.6704
C 0.040 0.706 -0.063 -0.3016
C 1.157 -0.274 -0.590 -0.6079
C -0.023 0.152 -1.457 0.5288
H -0.020 1.915 2.334 0.3705
H -0.775 0.815 3.712 0.3418
H 0.735 1.640 0.097 0.1075
H 2.270 0.165 -0.576 0.3841
H -0.019 -1.704 0.032 0.3677
H -0.762 -0.820 -1.485 0.1523
H 1.664 0.506 -2.901 0.3416
N -0.997 1.005 2.165 -0.7499
O -1.087 -0.980 1.178 -0.4387
O 1.150 -1.681 -0.006 -0.5894
O 0.134 0.957 -2.583 -0.5773
```

Kohn-Sham gap   7.63 eV
HOMO level   -9.01 eV
LUMO energy   -0.0505 Ha
Net charge   0

No. 9
Computed, not measured: an isolated molecule of C4H7NOS in a non-equilibrium geometry, with ωB97M-V with the def2-TZVPD basis set.

The geometry in XYZ format:
```
14
Properties=species:S:1:pos:R:3:mulliken_charge:R:1
O 0.839 -2.132 -0.362 -0.4913
C 0.887 -0.997 0.416 -0.6529
C 0.594 0.235 -0.458 0.3356
C 0.157 1.584 0.145 -0.6291
N -0.780 0.765 -0.644 -0.1581
C -1.949 0.415 -0.171 -0.1619
S -2.559 -1.153 -0.074 -0.2786
H 1.822 -2.376 -0.767 0.3356
H 1.805 -0.922 0.995 0.3350
H 0.019 -1.045 1.169 0.3081
H 1.145 0.277 -1.463 0.2258
H 0.505 2.560 -0.243 0.2497
H 0.079 1.528 1.211 0.2959
H -2.563 1.260 0.245 0.2863
```

Kohn-Sham gap   8.69 eV
HOMO level   -8.19 eV
LUMO energy   0.0183 Ha
Net charge   0

No. 10
Computed, not measured: a cluster of 2 separate species, C4H7NOS in total in a non-equilibrium geometry, with ωB97M-V with the def2-TZVPD basis set.

The geometry in XYZ format:
```
14
Properties=species:S:1:pos:R:3:mulliken_charge:R:1
C 2.284 0.142 -0.151 0.3758
C -1.806 -0.971 0.264 -0.5981
C -1.208 0.365 -0.112 -0.7633
C -0.346 -0.767 0.228 -0.5713
N 1.828 1.336 -0.308 0.2358
O 2.315 2.408 0.142 -0.6213
S 3.147 -1.171 -0.109 -0.2108
H -2.339 -0.788 1.153 0.2805
H -2.510 -1.400 -0.471 0.2827
H -1.287 0.552 -1.113 0.3633
H -1.339 1.182 0.482 0.3765
H 0.106 -1.295 -0.568 0.2736
H 0.859 1.212 -0.516 0.2139
H 0.297 -0.805 1.079 0.3629
```

Kohn-Sham gap   7.16 eV
HOMO level   -8.26 eV
LUMO energy   -0.0402 Ha
Net charge   0

Respective energy above the lowest of the compared OMol25 structures with the same formula, charge and spin values: 75.7, 75.7, 85.5, 36.1, 11.2, 101.4, 16.0, 293.6, 69.1, 139.2 kcal per mole.